Arrangement P

The following is a quantum chemistry calculation of C3H8N4O in the gas phase, from the Open Molecules 2025 dataset.

```
! RIJCOSX wB97M-V def2-TZVPD def2/J DEFGRID3
* xyz 0 1
C 1.654 -0.910 1.352
N 0.231 -0.721 1.138
C -0.286 -0.872 -0.551
N -0.142 -1.864 -1.177
H -0.421 -1.366 1.580
H 2.200 -0.665 0.440
H 1.862 -1.944 1.627
H 1.964 -0.247 2.160
C -0.720 0.614 -0.442
N -2.148 0.673 -0.602
N -0.037 1.520 -1.343
O -0.349 0.821 0.898
H 0.735 2.003 -0.895
H -2.425 0.267 -1.488
H -2.467 1.633 -0.534
H 0.349 1.059 -2.161
*
```

The LUMO energy is -0.2 eV.

---

Arrangement Q

The following is a quantum chemistry calculation of C3H8N4O in the gas phase, from the Open Molecules 2025 dataset.

```
! RIJCOSX wB97M-V def2-TZVPD def2/J DEFGRID3
* xyz 0 1
N 0.958 2.321 -1.537
C 0.936 1.349 -0.880
C 0.934 0.285 -0.115
N 2.141 -0.112 0.428
N -0.258 -0.368 0.182
N -0.168 -1.560 0.988
C -1.550 -0.043 -0.429
O -2.553 -0.406 0.499
H 0.032 2.756 -1.607
H 1.991 -0.361 1.403
H 2.849 0.615 0.342
H 0.785 -1.934 0.894
H -0.742 -2.296 0.559
H -1.661 1.024 -0.644
H -1.693 -0.617 -1.350
H -1.998 -0.653 1.267
*
```

As for the SMILES: N=C=C(N)N(N)CO. The LUMO energy (alpha / beta) is 0.7 / 0.7 eV.

---

Which structure is the least stable? The one labeled arrangement Q.

---

Arrangement P

The following is a quantum chemistry calculation of C9H11NO in the gas phase, from the Open Molecules 2025 dataset.

```
! RIJCOSX wB97M-V def2-TZVPD def2/J DEFGRID3
* xyz 0 1
N 0.331 -2.623 -0.717
C -0.617 -1.523 -0.577
C -1.121 -1.536 0.918
C -0.362 -0.396 1.646
C 0.001 0.503 0.485
C 0.579 1.749 0.704
O 0.791 2.439 1.905
C 0.896 2.389 -0.499
C 0.643 1.881 -1.806
C 0.066 0.593 -1.928
C -0.160 -0.133 -0.698
H 0.770 -2.390 -1.637
H 1.061 -2.576 -0.033
H -1.432 -1.887 -1.308
H -2.209 -1.176 1.102
H -1.062 -2.528 1.359
H 0.608 -0.699 2.144
H -1.034 -0.026 2.450
H 0.740 1.669 2.564
H 1.099 3.424 -0.501
H 0.591 2.582 -2.608
H -0.180 0.264 -2.966
*
```

As for the SMILES: N[C@H]1CCc2c(O)cccc21. The LUMO energy is 0.7 eV.

---

Arrangement Q

The following is a quantum chemistry calculation of 2 unconnected molecules or ions with the total composition C9H11NO, from the Open Molecules 2025 dataset.

```
! RIJCOSX wB97M-V def2-TZVPD def2/J DEFGRID3
* xyz 0 1
C 1.834 0.920 -2.142
N 1.359 0.346 -1.118
C 0.071 -0.125 -1.071
C -0.059 -1.523 -0.814
C -1.380 -2.109 -0.660
C -2.392 -1.201 -0.838
C -2.279 0.144 -1.083
C -1.000 0.692 -1.220
H 2.831 1.074 -1.806
H 1.392 1.267 -3.091
H 0.784 -2.219 -0.745
H -1.546 -3.160 -0.519
H -3.301 -1.674 -0.878
H -3.176 0.722 -1.205
H -0.900 1.749 -1.387
C 0.498 0.711 2.901
C 1.853 0.622 2.262
O 2.193 0.919 1.138
H 0.455 -0.067 3.670
H -0.264 0.611 2.186
H 0.301 1.629 3.474
H 2.729 0.672 2.948
*
```

As for the SMILES: C=Nc1ccccc1.CC=O. The LUMO energy is 1.0 eV.

---

Which structure is the least stable? The one labeled arrangement Q.

---

Arrangement P

The following is a quantum chemistry calculation of a gas-phase ion, C3H8N3O2 (charge +1), from the Open Molecules 2025 dataset.

```
! RIJCOSX wB97M-V def2-TZVPD def2/J DEFGRID3
* xyz 1 1
C -2.667 0.397 -0.166
N -1.312 0.544 0.190
C -0.548 -0.552 0.091
O -0.901 -1.730 0.049
C 1.010 -0.274 -0.061
N 1.502 -1.438 -0.246
N 1.772 0.822 0.212
O 3.155 0.709 0.011
H -3.019 1.093 -0.959
H -2.939 -0.642 -0.364
H -3.337 0.525 0.736
H -0.952 1.535 0.030
H 0.774 -2.172 -0.268
H 2.495 -1.605 -0.500
H 1.430 1.728 0.466
H 3.535 1.058 0.779
*
```

As for the SMILES: CNC(=O)C(=[NH2+])NO. The LUMO energy is -4.4 eV.

---

Arrangement Q

The following is a quantum chemistry calculation of a gas-phase ion, C3H8N3O2 (charge +1), from the Open Molecules 2025 dataset.

```
! RIJCOSX wB97M-V def2-TZVPD def2/J DEFGRID3
* xyz 1 1
C 1.456 -1.338 0.098
N 1.329 0.077 -0.075
C 0.226 0.843 0.111
N 0.391 2.172 0.244
C -1.023 0.338 0.581
N -1.786 -0.547 0.040
O -2.884 -0.900 0.390
O -1.476 -1.115 -1.133
H 0.420 -1.719 0.278
H 1.892 -1.696 -0.762
H 2.148 -1.523 0.961
H 2.224 0.415 -0.538
H -0.613 2.479 0.348
H 1.178 2.709 -0.025
H -1.449 0.801 1.408
H -2.032 -0.998 -1.927
*
```

As for the SMILES: CN/C(N)=C\[N+](=O)O. The LUMO energy is -4.8 eV.

---

Which structure is the least stable? The one labeled arrangement Q.

---

Arrangement P

The following is a quantum chemistry calculation of C2H5NOSi in the gas phase, from the Open Molecules 2025 dataset.

```
! RIJCOSX wB97M-V def2-TZVPD def2/J DEFGRID3
* xyz 0 1
C -1.018 -1.101 0.161
Si -0.377 0.629 -0.217
O 0.883 1.051 0.921
C 2.075 0.783 0.402
N 2.945 0.772 -0.328
H -1.732 -1.492 -0.594
H -1.442 -1.216 1.187
H -0.125 -1.779 0.146
H -1.374 1.699 -0.099
H 0.164 0.654 -1.579
*
```

As for the SMILES: C[SiH2]OC#N. The LUMO energy is 0.6 eV.

---

Arrangement Q

The following is a quantum chemistry calculation of 2 unconnected molecules or ions with the total composition C2H5NOSi, from the Open Molecules 2025 dataset.

```
! RIJCOSX wB97M-V def2-TZVPD def2/J DEFGRID3
* xyz 0 1
C -1.703 0.740 -1.725
C 0.962 -1.175 0.652
N -2.729 0.638 -2.273
O 0.341 -0.618 -0.473
Si -0.084 0.908 -0.811
H 0.374 -1.993 1.173
H 1.289 -0.418 1.410
H 1.857 -1.595 0.426
H 1.044 1.800 -0.779
H -1.352 1.713 2.399
*
```

The LUMO energy (alpha / beta) is -0.5 / -0.8 eV.

---

Which structure is the least stable? The one labeled arrangement Q.